Record 1
Entry from the Open Molecules 2025 dataset: C20H21BBrN7O7PdS2 as an isolated structure at a distorted geometry (ωB97M-V with the def2-TZVPD basis set).

Cartesian coordinates (Å):
1 Pd -0.446 -0.675 0.145
2 C 0.047 -4.109 1.677
3 N -0.975 -3.410 2.446
4 C -2.165 -3.949 2.892
5 C -2.813 -2.964 3.548
6 N -2.021 -1.835 3.511
7 B -2.379 -0.464 4.132
8 N -2.846 0.603 3.031
9 C -3.215 1.852 3.482
10 C -3.623 2.588 2.428
11 N -3.479 1.789 1.319
12 C -3.850 2.171 -0.038
13 C -3.002 0.572 1.699
14 S -2.770 -0.726 0.564
15 C -0.918 -2.112 2.802
16 S 0.343 -1.005 2.369
17 H -0.265 -5.141 1.552
18 H 0.998 -4.067 2.198
19 H 0.156 -3.649 0.706
20 H -2.444 -4.970 2.691
21 H -3.768 -2.964 4.047
22 H -3.309 -0.633 4.892
23 H -1.409 0.014 4.668
24 H -3.163 2.101 4.532
25 H -3.985 3.602 2.365
26 H -3.759 3.251 -0.135
27 H -4.873 1.869 -0.259
28 H -3.189 1.680 -0.742
29 O -1.605 -2.901 -1.302
30 H -0.968 -2.597 -1.963
31 H -2.462 -2.563 -1.582
32 Br -0.915 1.954 -2.580
33 C -0.452 2.741 -0.918
34 C -0.100 4.080 -0.889
35 C 0.192 4.634 0.345
36 C 0.134 3.839 1.478
37 C -0.218 2.510 1.329
38 N -0.521 1.968 0.144
39 H -0.055 4.661 -1.799
40 H 0.466 5.680 0.418
41 H 0.359 4.238 2.460
42 H -0.261 1.833 2.177
43 O 1.656 -0.096 -0.451
44 C 1.571 -0.659 -1.585
45 O 0.540 -1.240 -1.983
46 C 2.769 -0.604 -2.489
47 C 3.984 -0.149 -2.000
48 C 5.067 -0.093 -2.853
49 C 4.985 -0.461 -4.178
50 C 3.762 -0.909 -4.630
51 C 2.654 -0.993 -3.813
52 N 3.637 -1.310 -6.054
53 O 4.621 -1.203 -6.759
54 O 2.555 -1.719 -6.426
55 N 6.372 0.392 -2.337
56 O 6.421 0.737 -1.173
57 O 7.308 0.416 -3.112
58 H 4.076 0.155 -0.967
59 H 5.837 -0.400 -4.834
60 H 1.711 -1.355 -4.193

As for the net charge: 0. The HOMO energy (spin up / spin down) comes out at -8.1575 / -8.2178 eV. Its HOMO-LUMO gap (spin up / spin down) is 6.8668 / 6.7860 eV. The calculation puts the energy at -141710.9785 eV. For the strongest force on any atom, the calculation gives 1.32 eV/Å. For the energy above the lowest of the compared OMol25 structures with the same formula, charge and spin, the calculation gives 1.156 eV.

Atom charges from the Mulliken analysis, given in e for atoms 1 to 6:
1. Pd 0.554
2. C -0.750
3. N 0.300
4. C -0.404
5. C -0.452
6. N -0.011

---

Record 2
Entry from the Open Molecules 2025 dataset: C4H9Cl4IIn as an isolated structure at a distorted geometry (ωB97M-V with the def2-TZVPD basis set).

Cartesian coordinates (Å):
1 C 1.028 -1.424 -0.364
2 C 0.942 -0.015 -1.196
3 I 1.875 -0.178 -3.217
4 C -0.542 0.678 -1.247
5 In -2.279 -0.761 -1.444
6 Cl -4.362 0.519 -0.825
7 H 2.098 -1.893 -0.610
8 H 1.060 -1.199 0.803
9 H 0.240 -2.234 -0.666
10 H 1.648 0.755 -0.618
11 H -0.749 1.435 -0.349
12 H -0.553 1.365 -2.224
13 H -2.529 -1.420 -3.096
14 H -2.066 -2.030 -0.191
15 C 0.810 1.368 2.977
16 Cl 0.875 1.993 4.634
17 Cl 2.391 0.733 2.490
18 Cl -0.435 0.116 2.834
19 H 0.549 2.192 2.308

As for the net charge: -1. The HOMO energy comes out at -5.1541 eV. Its HOMO-LUMO gap is 7.5219 eV. The calculation puts the energy at -67658.3380 eV. For the strongest force on any atom, the calculation gives 2.98 eV/Å.

Atom charges from the Mulliken analysis, given in e for atoms 1 to 6:
1. C -0.589
2. C -0.234
3. I -0.091
4. C -0.718
5. In 0.687
6. Cl -0.642

---

Record 3
Entry from the Open Molecules 2025 dataset: one molecule with the formula C15H16N2O4S at a distorted geometry (ωB97M-V with the def2-TZVPD basis set).

Cartesian coordinates (Å):
1 C -1.087 -0.972 2.495
2 H -0.711 -1.808 3.088
3 H -1.929 -1.315 1.891
4 H -1.386 -0.149 3.141
5 O -0.051 -0.460 1.664
6 C 0.671 -1.381 1.002
7 O 0.456 -2.567 1.063
8 C 1.779 -0.791 0.257
9 C 2.043 0.519 -0.087
10 C 3.276 0.658 -0.764
11 C 3.907 -0.534 -0.940
12 S 3.022 -1.850 -0.298
13 H 4.845 -0.711 -1.428
14 H 3.649 1.603 -1.115
15 N 1.202 1.604 0.160
16 C 1.573 2.734 0.812
17 C 0.503 3.588 0.854
18 C -0.561 2.950 0.198
19 C -0.114 1.711 -0.217
20 C -0.693 0.674 -1.084
21 O 0.010 0.051 -1.869
22 N -2.033 0.458 -1.020
23 C -2.929 1.005 -0.025
24 H -3.395 1.930 -0.390
25 C -4.030 -0.026 0.287
26 O -3.502 -1.326 0.328
27 C -3.017 -1.768 -0.933
28 C -2.604 -0.594 -1.831
29 H -3.467 -0.195 -2.376
30 H -1.846 -0.914 -2.547
31 H -2.157 -2.407 -0.714
32 H -3.789 -2.368 -1.435
33 H -4.449 0.161 1.278
34 H -4.841 0.037 -0.452
35 H -2.358 1.229 0.879
36 H -1.528 3.374 0.016
37 H 0.484 4.563 1.299
38 H 2.561 2.838 1.216

As for the net charge: 0. The HOMO energy comes out at -8.5926 eV. Its HOMO-LUMO gap is 8.9917 eV. The calculation puts the energy at -37819.7273 eV. For the strongest force on any atom, the calculation gives 1.20 eV/Å. For the energy above the lowest of the compared OMol25 structures with the same formula, charge and spin, the calculation gives 1.647 eV.

Atom charges from the Mulliken analysis, given in e for atoms 1 to 6:
1. C -0.677
2. H 0.368
3. H 0.210
4. H 0.234
5. O -0.278
6. C 0.449

---

Record 4
Entry from the Open Molecules 2025 dataset: a 8-piece molecular cluster, C27H65N5O11 overall at a distorted geometry (ωB97M-V with the def2-TZVPD basis set).

Cartesian coordinates (Å):
1 C 3.622 2.292 -0.818
2 C 4.032 2.232 0.633
3 O 3.880 3.224 1.399
4 N 4.579 1.069 1.044
5 C 4.825 -0.153 0.228
6 H 4.547 2.160 -1.449
7 H 3.228 3.292 -0.939
8 H 3.010 1.493 -1.211
9 H 4.752 1.087 2.045
10 H 4.569 -0.006 -0.837
11 H 4.112 -0.949 0.485
12 H 5.881 -0.460 0.264
13 C -3.560 -4.835 1.717
14 C -2.684 -3.718 2.233
15 O -3.248 -2.731 2.657
16 N -1.337 -3.868 2.152
17 C -0.458 -2.994 2.833
18 H -4.374 -4.287 1.204
19 H -3.883 -5.354 2.569
20 H -3.025 -5.473 1.036
21 H -0.993 -4.533 1.488
22 H -0.305 -2.102 2.323
23 H 0.465 -3.524 3.049
24 H -0.924 -2.746 3.773
25 C 3.175 -0.788 4.319
26 C 1.851 -0.172 4.709
27 O 1.501 -0.173 5.885
28 N 1.102 0.274 3.689
29 C -0.236 0.823 3.899
30 H 3.112 -1.859 4.400
31 H 3.975 -0.383 5.013
32 H 3.609 -0.446 3.389
33 H 1.380 0.093 2.694
34 H -0.295 1.885 3.589
35 H -0.485 0.760 4.878
36 H -1.012 0.310 3.311
37 C 0.625 4.278 1.807
38 C -0.155 4.139 0.533
39 O 0.110 3.280 -0.310
40 N -1.166 4.980 0.218
41 C -1.828 5.014 -1.079
42 H 1.556 3.682 1.743
43 H 0.022 3.938 2.618
44 H 1.060 5.280 1.969
45 H -1.197 5.826 0.768
46 H -1.154 5.406 -1.848
47 H -2.746 5.599 -0.957
48 H -2.014 3.988 -1.379
49 C 1.844 -2.400 -0.775
50 C 1.127 -1.358 0.060
51 O 1.729 -0.800 0.984
52 N -0.176 -1.120 -0.260
53 C -0.937 -0.185 0.547
54 H 2.597 -1.862 -1.348
55 H 1.197 -2.946 -1.483
56 H 2.516 -3.081 -0.237
57 H -0.600 -1.750 -0.929
58 H -1.964 -0.100 0.151
59 H -0.460 0.821 0.500
60 H -1.028 -0.570 1.550
61 C -2.047 1.429 -2.541
62 O -1.978 0.088 -2.989
63 C -0.728 -0.127 -3.588
64 C -0.522 -1.619 -3.851
65 O -0.725 -2.478 -2.763
66 C -2.092 -2.892 -2.666
67 H -1.741 2.140 -3.366
68 H -1.431 1.542 -1.687
69 H -3.108 1.563 -2.262
70 H 0.117 0.261 -2.941
71 H -0.724 0.410 -4.572
72 H 0.522 -1.700 -4.176
73 H -1.165 -1.865 -4.732
74 H -2.738 -2.053 -2.520
75 H -2.099 -3.526 -1.839
76 H -2.469 -3.445 -3.628
77 C 5.455 -1.830 -3.447
78 O 4.136 -1.304 -3.330
79 C 3.392 -1.621 -4.448
80 C 2.505 -0.439 -4.832
81 O 3.092 0.598 -5.525
82 C 3.645 1.590 -4.831
83 H 6.052 -1.202 -4.095
84 H 5.422 -2.849 -3.778
85 H 5.926 -1.807 -2.434
86 H 2.881 -2.526 -4.379
87 H 4.138 -1.761 -5.263
88 H 2.009 -0.129 -3.867
89 H 1.793 -0.731 -5.597
90 H 3.695 2.379 -5.529
91 H 4.696 1.335 -4.537
92 H 3.114 1.979 -3.942
93 C -3.832 2.636 0.949
94 O -4.528 1.394 1.255
95 C -4.189 0.827 2.512
96 C -5.180 -0.257 2.861
97 O -6.337 0.411 3.318
98 C -7.331 -0.504 3.633
99 H -4.400 3.169 0.163
100 H -2.811 2.384 0.556
101 H -3.779 3.325 1.778
102 H -3.996 1.544 3.293
103 H -3.208 0.323 2.413
104 H -4.668 -0.973 3.530
105 H -5.314 -0.918 2.012
106 H -7.850 -0.821 2.718
107 H -8.027 -0.056 4.320
108 H -6.920 -1.392 4.149

As for the net charge: 0. The HOMO energy comes out at -8.9390 eV. Its HOMO-LUMO gap is 9.3021 eV. The calculation puts the energy at -59023.2855 eV. For the strongest force on any atom, the calculation gives 3.63 eV/Å. For the energy above the lowest of the compared OMol25 structures with the same formula, charge and spin, the calculation gives 0.874 eV.

Atom charges from the Mulliken analysis, given in e for atoms 1 to 6:
1. C -0.820
2. C 0.450
3. O -0.774
4. N -0.095
5. C -0.243
6. H 0.454

---

Record 5
Entry from the Open Molecules 2025 dataset: a 8-piece molecular cluster, C16H48O8 overall at a distorted geometry (ωB97M-V with the def2-TZVPD basis set).

Cartesian coordinates (Å):
1 C -18.232 22.137 -14.246
2 C -19.434 22.767 -14.919
3 C -20.067 22.005 -16.070
4 O -20.467 22.910 -13.966
5 H -17.841 22.879 -13.549
6 H -17.549 21.904 -15.063
7 H -18.503 21.202 -13.757
8 H -19.168 23.775 -15.238
9 H -20.408 21.038 -15.699
10 H -19.390 21.731 -16.879
11 H -20.901 22.478 -16.588
12 H -20.139 23.530 -13.311
13 C -11.850 20.033 -15.929
14 C -11.239 19.795 -17.295
15 C -10.750 21.017 -18.056
16 O -10.071 19.004 -17.176
17 H -11.172 20.505 -15.219
18 H -12.219 19.139 -15.427
19 H -12.668 20.754 -15.928
20 H -11.956 19.268 -17.924
21 H -10.149 21.566 -17.331
22 H -11.590 21.602 -18.429
23 H -10.130 20.787 -18.923
24 H -9.891 18.753 -18.085
25 C -14.733 16.708 -14.119
26 C -15.212 15.764 -13.006
27 C -15.509 16.563 -11.703
28 O -16.427 15.187 -13.433
29 H -14.838 16.217 -15.086
30 H -13.654 16.863 -14.087
31 H -15.282 17.647 -14.051
32 H -14.565 14.910 -12.805
33 H -16.104 15.966 -11.012
34 H -16.083 17.465 -11.916
35 H -14.594 16.857 -11.189
36 H -17.034 15.895 -13.210
37 C -14.370 20.274 -20.325
38 C -15.276 20.510 -21.541
39 C -16.054 21.900 -21.461
40 O -14.460 20.594 -22.638
41 H -14.008 19.261 -20.156
42 H -14.891 20.576 -19.416
43 H -13.469 20.873 -20.461
44 H -15.854 19.594 -21.663
45 H -16.943 21.833 -20.834
46 H -16.447 22.225 -22.424
47 H -15.407 22.697 -21.094
48 H -13.931 21.395 -22.611
49 C -18.486 15.767 -16.744
50 O -18.285 15.896 -18.151
51 H -17.863 15.022 -16.250
52 H -18.136 16.720 -16.349
53 H -19.528 15.646 -16.448
54 H -18.477 15.021 -18.498
55 C -17.783 23.480 -18.229
56 O -16.973 24.427 -18.838
57 H -17.632 22.491 -18.660
58 H -17.528 23.460 -17.169
59 H -18.847 23.708 -18.301
60 H -16.423 24.854 -18.177
61 C -18.963 18.971 -20.078
62 O -18.650 18.686 -18.705
63 H -20.015 19.199 -20.250
64 H -18.336 19.815 -20.367
65 H -18.766 18.151 -20.768
66 H -18.585 17.744 -18.531
67 C -15.972 19.107 -16.854
68 O -16.895 20.161 -17.038
69 H -15.586 18.788 -17.821
70 H -15.126 19.430 -16.248
71 H -16.406 18.242 -16.351
72 H -17.533 19.879 -17.698

As for the net charge: +1. The HOMO energy (spin up / spin down) comes out at -11.6751 / -11.6732 eV. As for the multiplicity: 2. Its HOMO-LUMO gap (spin up / spin down) is 8.4015 / 1.9599 eV. The calculation puts the energy at -33737.6324 eV. For the strongest force on any atom, the calculation gives 2.23 eV/Å. For the energy above the lowest of the compared OMol25 structures with the same formula, charge and spin, the calculation gives 0.827 eV.

Atom charges from the Mulliken analysis, given in e for atoms 1 to 6:
1. C -1.004
2. C 0.597
3. C -1.050
4. O -0.561
5. H 0.418
6. H 0.057

---

Record 6
Entry from the Open Molecules 2025 dataset: one molecule with the formula C4H9FN2 at a distorted geometry (ωB97M-V with the def2-TZVPD basis set).

Cartesian coordinates (Å):
1 C 1.515 0.832 -0.730
2 C 1.473 -0.349 1.421
3 C -2.862 -0.386 -0.182
4 C 0.625 0.420 0.413
5 N -1.710 0.398 0.273
6 N -0.638 -0.223 0.021
7 F 0.256 1.619 1.013
8 H 2.488 1.273 -0.382
9 H 0.975 1.334 -1.598
10 H 1.921 -0.068 -1.243
11 H 0.970 -0.455 2.415
12 H 2.393 0.275 1.649
13 H 1.745 -1.238 0.828
14 H -3.290 0.063 -1.055
15 H -3.632 -0.292 0.557
16 H -2.433 -1.449 -0.316

As for the net charge: 0. The HOMO energy comes out at -9.3092 eV. Its HOMO-LUMO gap is 10.1709 eV. The calculation puts the energy at -9989.7582 eV. For the strongest force on any atom, the calculation gives 2.85 eV/Å. For the energy above the lowest of the compared OMol25 structures with the same formula, charge and spin, the calculation gives 2.006 eV.

Atom charges from the Mulliken analysis, given in e for atoms 1 to 6:
1. C -1.363
2. C -1.258
3. C -0.641
4. C 1.124
5. N -0.158
6. N -0.189

---

Look up the strongest force on any atom of the second one.
2.98 eV/Å